[1]
Below is a structure of composition C20H48F6N3O8Ti, with properties calculated with ωB97M-V with the def2-TZVPD basis set.

```
86
Properties=species:S:1:pos:R:3:mulliken_charge:R:1
Ti -1.56 2.25 -24.29 0.21
O -4.98 1.06 -23.79 1.50
H -5.20 0.10 -23.69 0.31
H -4.17 1.29 -23.26 0.19
H -4.80 1.28 -24.76 0.06
C -1.85 0.44 -21.55 -0.44
O -2.39 -0.90 -21.58 -0.09
O -2.56 1.23 -22.41 -0.37
C -1.64 0.91 -20.09 0.73
F -0.83 0.08 -19.41 -0.28
F -1.17 2.16 -20.06 -0.24
F -2.82 0.82 -19.40 -0.29
C -1.39 -1.90 -21.48 -0.24
C -2.14 -3.20 -21.74 -1.16
H -2.36 -3.27 -22.81 0.16
H -1.57 -4.10 -21.52 0.42
H -3.01 -3.23 -21.08 0.30
H -0.92 -1.97 -20.50 0.29
H -0.61 -1.86 -22.26 0.34
H -0.82 0.42 -21.95 0.00
C -4.14 2.55 -26.55 0.51
O -5.43 2.19 -26.02 -0.09
O -3.33 1.62 -25.94 -0.91
C -4.21 2.55 -28.09 0.53
F -2.98 2.67 -28.61 -0.28
F -4.83 1.48 -28.59 -0.24
F -4.87 3.65 -28.48 -0.29
C -6.52 3.14 -25.99 -0.60
C -7.74 2.26 -25.56 -0.73
H -7.86 2.37 -24.48 -0.06
H -8.67 2.43 -26.10 0.47
H -7.52 1.21 -25.77 0.13
H -6.69 3.73 -26.89 0.39
H -6.28 3.82 -25.17 0.30
H -3.90 3.55 -26.19 -0.33
C -7.68 -1.52 -23.89 -1.30
C -6.37 -2.21 -23.55 0.57
C -5.59 -2.52 -24.85 -1.06
O -5.21 -1.22 -25.31 -0.05
C -5.03 -1.21 -26.72 -0.69
N -5.61 -1.41 -22.59 -0.60
H -7.52 -0.45 -24.07 0.05
H -8.29 -1.42 -22.98 0.39
H -8.30 -2.02 -24.63 0.42
H -6.54 -3.19 -23.08 0.42
H -6.22 -3.15 -25.47 0.46
H -4.69 -3.10 -24.65 0.36
H -6.00 -1.42 -27.19 0.39
H -4.26 -1.92 -27.03 0.27
H -4.77 -0.23 -27.11 -0.13
H -6.10 -1.14 -21.76 0.16
H -4.69 -1.78 -22.44 -0.03
C -7.33 1.72 -20.01 -1.73
C -6.76 2.62 -21.15 1.90
C -7.44 3.94 -21.48 -1.04
O -8.45 3.75 -22.51 -0.21
C -9.55 4.60 -22.34 -0.92
N -5.40 3.02 -20.67 -0.39
H -6.66 0.87 -19.93 0.38
H -8.37 1.45 -20.19 0.40
H -7.26 2.10 -18.98 0.37
H -6.64 2.00 -22.03 -0.84
H -6.82 4.70 -21.95 0.27
H -7.79 4.45 -20.58 0.51
H -9.83 4.86 -21.31 0.34
H -10.43 4.22 -22.85 0.27
H -9.44 5.63 -22.71 0.35
H -5.06 2.28 -20.07 0.12
H -5.57 3.81 -20.04 0.27
C -3.16 4.58 -22.86 -0.38
C -2.38 5.23 -23.96 1.03
C -2.33 6.75 -23.93 -1.29
O -1.62 7.18 -22.76 -0.35
C -1.84 8.52 -22.39 -0.78
N -1.02 4.67 -24.13 -0.53
H -2.62 4.52 -21.92 0.24
H -3.40 3.57 -23.20 -0.25
H -4.09 5.09 -22.62 0.29
H -2.89 5.16 -24.93 -0.22
H -3.24 7.35 -23.99 0.50
H -1.69 7.09 -24.76 0.43
H -2.82 8.66 -21.91 0.29
H -1.82 9.12 -23.30 0.34
H -1.12 8.72 -21.60 0.24
H -0.45 5.01 -23.36 0.25
H -0.56 5.17 -24.90 0.31
```

Values from the calculation:
- orbital gap (spin up / spin down) (eV) = 5.25 / 9.35
- expectation value of S² = 3.751
- HOMO (spin up / spin down) (eV) = -4.76 / -8.96
- E (hartree) = -3005.5045
- molar mass (g mol⁻¹) = 620.47
- lowest unoccupied orbital energy (spin up / spin down) (eV) = 0.48 / 0.39
- spin multiplicity = 4
- energy above the lowest of the compared OMol25 structures with the same formula, charge and spin (kJ/mol) = 203.9

***

[2]
Below is a structure of composition C20H48Hg3N2O16, with properties calculated with ωB97M-V with the def2-TZVPD basis set.

```
89
Properties=species:S:1:pos:R:3:mulliken_charge:R:1
Hg 3.49 -5.78 -0.71 0.27
Hg 3.21 0.19 -1.58 0.53
Hg 4.73 -1.76 4.06 0.12
C 6.42 -2.56 -0.20 0.83
O 6.19 -3.45 0.61 -0.26
O 5.84 -2.82 -1.24 -0.27
O 6.28 -1.42 0.16 -0.32
C 1.10 -2.65 1.37 0.82
O 1.61 -1.64 1.69 -0.24
O 1.56 -3.61 1.94 -0.30
O 1.17 -2.70 0.12 -0.30
C 7.64 -8.76 3.64 -0.38
C 6.36 -9.37 3.11 -0.28
O 5.30 -8.39 2.94 -0.53
O 8.16 -7.91 2.69 -0.50
H 8.36 -9.57 3.69 0.27
H 7.63 -8.34 4.64 0.30
H 6.00 -10.13 3.79 0.33
H 6.56 -9.76 2.11 0.20
H 4.66 -8.43 3.66 0.30
H 7.64 -7.11 2.61 0.29
C -4.21 -8.87 4.20 -0.43
C -3.44 -7.56 4.32 -0.41
O -2.90 -7.17 3.06 -0.52
O -3.51 -10.02 3.86 -0.50
H -5.15 -8.75 3.66 0.35
H -4.59 -9.02 5.22 0.30
H -2.54 -7.70 4.93 0.30
H -3.94 -6.72 4.80 0.29
H -2.04 -6.75 3.18 0.29
H -4.20 -10.62 3.56 0.33
C 0.76 4.21 -1.02 -0.43
C 1.39 4.24 0.35 -0.43
O 2.57 3.46 0.25 -0.46
O 0.24 2.91 -1.40 -0.46
H 1.41 4.65 -1.77 0.28
H 0.04 5.00 -0.83 0.29
H 0.74 3.85 1.13 0.32
H 1.56 5.20 0.85 0.35
H 2.78 3.03 1.09 0.27
H -0.59 2.83 -0.91 0.29
C -5.65 1.45 1.59 -0.68
O -5.69 2.66 0.80 -0.33
C -6.65 2.77 -0.22 -0.49
C -8.13 2.53 0.15 -0.91
N -8.76 3.34 1.20 -0.07
C -8.74 4.78 1.10 -0.45
C -9.31 5.56 2.23 -0.48
O -10.66 5.94 1.89 -0.35
C -11.43 6.07 3.07 -0.78
H -6.62 1.22 2.04 0.27
H -4.86 1.44 2.34 0.26
H -5.42 0.57 1.00 0.33
H -6.45 2.04 -0.99 0.40
H -6.64 3.69 -0.80 0.46
H -8.42 1.48 0.26 0.47
H -8.66 2.85 -0.74 0.38
H -8.54 2.96 2.11 0.33
H -9.17 5.06 0.14 0.35
H -7.70 5.08 1.00 0.36
H -8.62 6.39 2.41 0.30
H -9.36 4.90 3.09 0.33
H -11.79 5.17 3.56 0.30
H -12.34 6.67 3.04 0.30
H -10.84 6.66 3.77 0.33
C 5.48 5.86 -3.23 -0.70
O 5.89 5.36 -4.44 -0.35
C 6.90 4.31 -4.36 -0.39
C 6.32 3.05 -3.74 -1.00
N 5.04 2.51 -4.24 0.00
C 5.33 1.68 -5.43 -0.64
C 3.90 1.50 -5.98 -0.74
O 3.04 0.77 -5.02 -0.17
C 1.73 0.49 -5.50 -0.73
H 5.13 5.11 -2.51 0.24
H 4.63 6.54 -3.24 0.31
H 6.29 6.31 -2.67 0.34
H 7.65 4.72 -3.68 0.38
H 7.35 4.12 -5.34 0.32
H 6.18 3.21 -2.68 0.45
H 7.12 2.30 -3.81 0.40
H 4.51 3.28 -4.61 0.29
H 5.85 0.78 -5.12 0.40
H 6.01 2.12 -6.17 0.37
H 4.08 0.94 -6.90 0.40
H 3.50 2.47 -6.26 0.43
H 1.17 0.06 -4.66 0.21
H 1.74 -0.36 -6.17 0.33
H 1.31 1.39 -5.95 0.31
```

Values from the calculation:
- orbital gap (eV) = 1.08
- HOMO (eV) = -12.40
- E (hartree) = -2563.0200
- molar mass (g mol⁻¹) = 1174.37
- lowest unoccupied orbital energy (eV) = -11.32
- total charge = +2

***

[3]
Below is a cluster of 3 separate species, C20H48N9O4P2 in total, with properties calculated with ωB97M-V with the def2-TZVPD basis set.

```
83
Properties=species:S:1:pos:R:3:mulliken_charge:R:1
N -7.84 3.75 -3.78 -0.46
C -8.66 2.63 -3.50 0.35
N -9.59 2.32 -4.37 -0.69
N -10.35 1.29 -4.06 0.24
C -10.28 0.56 -2.96 -0.42
C -9.30 0.86 -2.03 -0.38
C -8.46 1.92 -2.28 0.14
C -7.40 2.34 -1.32 -0.58
C -5.97 1.94 -1.75 -0.97
C -5.03 1.77 -0.54 -0.46
C -5.32 2.77 0.56 0.54
O -5.64 2.45 1.67 -0.54
O -5.18 4.09 0.25 -0.50
H -7.15 3.50 -4.49 0.28
H -8.44 4.47 -4.17 0.32
H -11.06 1.05 -4.74 0.27
H -10.99 -0.25 -2.83 0.47
H -9.21 0.29 -1.12 0.47
H -7.65 1.99 -0.32 0.67
H -7.44 3.43 -1.28 0.44
H -5.96 1.04 -2.37 0.51
H -5.58 2.75 -2.37 0.39
H -5.22 0.79 -0.12 0.23
H -4.00 1.84 -0.88 0.30
H -5.20 4.19 -0.71 0.36
O -2.58 -1.09 0.75 -0.77
P -1.21 -1.46 1.22 0.52
N -0.41 0.05 1.20 0.21
C 1.00 0.25 0.91 -0.87
C -0.99 1.10 2.02 -1.06
N -0.73 -2.50 -0.08 0.29
C 0.18 -2.05 -1.11 -0.95
C -1.84 -3.22 -0.69 -1.10
N -0.21 -2.25 2.32 0.21
C -0.24 -1.77 3.70 -1.11
C 0.73 -3.33 2.07 -0.93
H 1.67 -0.24 1.63 0.30
H 1.24 1.31 0.94 0.46
H 1.26 -0.07 -0.09 0.04
H -0.69 1.04 3.08 0.31
H -2.08 1.05 1.99 0.32
H -0.71 2.09 1.65 0.38
H -0.17 -1.14 -1.62 0.30
H 0.31 -2.83 -1.86 0.40
H 1.18 -1.87 -0.71 0.13
H -2.40 -2.60 -1.41 0.28
H -2.55 -3.57 0.06 0.37
H -1.46 -4.09 -1.22 0.34
H 0.59 -1.09 3.91 0.30
H -0.18 -2.60 4.41 0.39
H -1.18 -1.25 3.91 0.34
H 1.68 -2.94 1.69 0.27
H 0.34 -4.07 1.38 0.28
H 0.93 -3.86 3.00 0.38
O 4.40 -0.31 0.61 -0.64
P 5.87 -0.12 0.73 0.39
N 6.36 -0.16 -0.91 0.15
C 7.61 -0.68 -1.41 -0.82
C 5.76 0.84 -1.78 -0.97
N 6.28 -1.58 1.59 0.27
C 6.87 -2.71 0.91 -1.16
C 5.21 -2.04 2.48 -1.21
N 7.19 0.70 1.36 0.19
C 7.34 2.11 0.97 -1.09
C 8.25 0.20 2.23 -0.87
H 8.50 -0.15 -1.04 0.23
H 7.63 -0.60 -2.50 0.40
H 7.73 -1.74 -1.21 0.17
H 6.27 1.81 -1.72 0.31
H 4.71 1.00 -1.51 0.19
H 5.77 0.51 -2.82 0.42
H 6.27 -3.07 0.06 0.33
H 6.98 -3.54 1.61 0.38
H 7.88 -2.49 0.57 0.32
H 4.43 -2.58 1.95 0.40
H 4.75 -1.20 3.00 0.34
H 5.64 -2.70 3.24 0.36
H 8.05 2.22 0.15 0.30
H 7.69 2.71 1.81 0.39
H 6.39 2.53 0.65 0.33
H 9.02 -0.31 1.64 0.25
H 7.87 -0.47 2.99 0.28
H 8.72 1.03 2.75 0.37
```

Values from the calculation:
- orbital gap (eV) = 4.54
- HOMO (eV) = -9.40
- E (hartree) = -2267.0523
- molar mass (g mol⁻¹) = 540.61
- lowest unoccupied orbital energy (eV) = -4.86
- total charge = +1

***

[4]
Below is a structure of composition C20H49GaN2O8P3, with properties calculated with ωB97M-V with the def2-TZVPD basis set.

```
83
Properties=species:S:1:pos:R:3:mulliken_charge:R:1
C -3.17 -3.69 -0.91 -1.55
C -1.87 -3.60 -1.70 0.42
C -0.62 -3.78 -0.84 -0.74
C 0.52 -2.83 -1.21 -0.70
N 0.10 -1.42 -1.24 0.01
Ga 1.34 -0.23 -0.38 -0.29
P 0.83 1.93 -1.30 -0.32
P -1.09 2.31 -0.43 0.95
O -1.66 1.28 0.45 -0.61
O -2.09 2.56 -1.68 -0.50
O -1.04 3.71 0.34 -0.41
P 1.05 0.06 1.95 0.29
N -0.32 -0.95 2.31 -0.72
O 2.31 -0.90 2.57 -0.55
H -3.26 -4.64 -0.38 0.33
H -3.17 -2.89 -0.16 0.39
H -4.04 -3.54 -1.54 0.38
H -1.88 -4.34 -2.51 -0.12
H -1.85 -2.62 -2.18 0.19
H -0.87 -3.67 0.22 0.36
H -0.25 -4.80 -0.98 0.32
H 1.35 -2.99 -0.52 0.33
H 0.88 -3.14 -2.20 0.24
H 0.02 -1.14 -2.21 0.26
H 2.88 -0.52 -0.69 -0.24
H 1.61 2.80 -0.52 -0.08
H -1.53 2.70 -2.46 0.31
H -1.67 3.66 1.07 0.20
H -0.72 -0.59 3.17 0.30
H -1.01 -0.72 1.58 0.26
H 3.08 -0.67 2.04 0.20
C 7.16 -0.42 2.54 -0.62
C 7.62 0.33 1.29 -0.53
C 6.35 0.33 0.45 -0.51
O 5.26 0.35 1.37 -0.26
C 5.73 0.08 2.69 -0.34
H 7.76 -0.22 3.42 0.35
H 7.16 -1.50 2.36 0.27
H 7.90 1.35 1.55 0.26
H 8.46 -0.14 0.78 0.33
H 6.27 -0.58 -0.16 0.29
H 6.27 1.19 -0.21 0.27
H 5.69 1.01 3.27 0.20
H 5.06 -0.64 3.17 0.33
C -3.37 -6.54 -6.05 -0.57
C -2.00 -6.56 -6.74 -0.52
C -1.09 -6.08 -5.62 -0.42
O -1.68 -6.52 -4.40 -0.39
C -3.01 -6.98 -4.64 -0.33
H -4.11 -7.18 -6.52 0.34
H -3.76 -5.52 -6.04 0.27
H -1.74 -7.59 -7.02 0.25
H -1.94 -5.94 -7.63 0.33
H -1.03 -4.98 -5.60 0.26
H -0.08 -6.47 -5.68 0.29
H -3.02 -8.08 -4.56 0.26
H -3.67 -6.57 -3.88 0.25
C 2.19 5.02 3.58 -0.62
C 1.13 5.42 2.55 -0.30
C 1.86 5.17 1.24 -0.24
O 2.76 4.10 1.48 -0.37
C 2.85 3.83 2.88 -0.09
H 1.78 4.75 4.55 0.38
H 2.91 5.83 3.72 0.25
H 0.27 4.75 2.63 0.02
H 0.78 6.45 2.66 0.42
H 2.44 6.05 0.93 0.27
H 1.18 4.89 0.44 0.06
H 2.33 2.89 3.09 0.03
H 3.90 3.71 3.15 0.19
C -5.70 3.93 3.13 -0.55
C -5.95 3.90 1.63 -0.57
C -4.80 4.75 1.10 -0.34
O -3.71 4.55 2.01 -0.36
C -4.18 3.88 3.19 -0.42
H -6.16 3.11 3.67 0.33
H -6.06 4.87 3.56 0.25
H -5.87 2.88 1.25 0.29
H -6.92 4.30 1.34 0.35
H -5.06 5.82 1.10 0.25
H -4.48 4.46 0.10 0.23
H -3.81 2.84 3.16 0.26
H -3.76 4.37 4.06 0.30
```

Values from the calculation:
- orbital gap (eV) = 5.77
- HOMO (eV) = -3.22
- E (hartree) = -4451.8377
- molar mass (g mol⁻¹) = 608.26
- lowest unoccupied orbital energy (eV) = 2.55
- total charge = -1

***

[5]
Below is a cluster of 7 separate species, C20H50BFN7O8S in total, with properties calculated with ωB97M-V with the def2-TZVPD basis set.

```
88
Properties=species:S:1:pos:R:3:mulliken_charge:R:1
C 3.63 -0.13 1.39 -1.17
C 3.25 0.06 -0.07 0.90
F 4.22 -0.26 -0.95 -0.32
S 1.75 -0.85 -0.60 0.17
N 1.84 -2.40 0.01 -0.45
B 0.44 0.14 0.38 0.86
O 0.35 1.39 -0.03 -0.32
O -0.26 -0.47 1.34 -0.44
H 3.01 -0.85 1.90 0.30
H 4.67 -0.37 1.46 0.39
H 3.46 0.81 1.88 0.36
H 2.97 1.09 -0.24 -0.28
H 0.95 -2.69 0.38 0.30
H 2.55 -2.50 0.72 0.28
H 0.95 1.96 0.51 0.34
H 0.21 -1.19 1.78 0.19
C 2.21 4.12 -0.70 0.32
O 1.72 3.54 0.27 -0.87
N 1.99 5.38 -1.01 0.22
C 2.60 6.02 -2.16 -0.87
C 1.09 6.16 -0.17 -0.93
H 2.89 3.62 -1.41 0.19
H 3.20 6.87 -1.85 0.37
H 1.82 6.36 -2.84 0.27
H 3.23 5.30 -2.68 0.29
H 1.46 6.20 0.85 0.33
H 0.10 5.69 -0.15 0.18
H 1.01 7.16 -0.57 0.40
C -0.57 -3.45 -5.05 0.11
O -1.18 -3.75 -6.05 -0.56
N -0.44 -2.18 -4.60 0.15
C 0.30 -1.86 -3.40 -0.92
C -1.06 -1.11 -5.36 -1.01
H -0.06 -4.19 -4.41 0.26
H -0.36 -1.38 -2.67 0.35
H 1.13 -1.18 -3.63 0.37
H 0.71 -2.77 -2.97 0.28
H -2.14 -1.27 -5.42 0.32
H -0.67 -1.08 -6.37 0.32
H -0.86 -0.16 -4.87 0.38
C 2.03 -3.32 3.74 -0.01
O 1.87 -2.18 3.26 -0.73
N 3.07 -3.66 4.49 0.17
C 3.22 -5.00 5.01 -0.69
C 4.08 -2.65 4.80 -0.84
H 1.32 -4.13 3.56 0.45
H 3.24 -4.99 6.10 0.36
H 4.15 -5.45 4.65 0.35
H 2.38 -5.61 4.68 0.06
H 3.63 -1.82 5.33 0.30
H 4.54 -2.28 3.89 0.20
H 4.85 -3.11 5.42 0.40
C -4.91 3.47 -0.82 -0.09
O -4.73 4.53 -0.28 -0.58
N -4.06 2.42 -0.74 0.27
C -4.31 1.17 -1.43 -0.94
C -2.86 2.57 0.07 -0.76
H -5.79 3.26 -1.45 0.35
H -4.38 0.35 -0.71 0.33
H -3.50 0.95 -2.13 0.34
H -5.24 1.23 -1.98 0.30
H -3.13 2.79 1.10 0.37
H -2.25 3.39 -0.30 0.04
H -2.28 1.65 0.03 0.30
C -1.25 4.60 -2.99 0.60
O -0.03 4.61 -3.02 -0.65
N -2.04 5.24 -3.86 0.11
C -3.49 5.20 -3.75 -0.36
C -1.42 5.99 -4.94 -0.94
H -1.82 4.06 -2.22 -0.14
H -3.92 4.75 -4.64 0.36
H -3.88 6.21 -3.62 0.38
H -3.77 4.61 -2.88 -0.26
H -0.81 5.33 -5.56 0.28
H -0.78 6.77 -4.55 0.27
H -2.20 6.44 -5.55 0.39
C -0.25 -6.89 4.03 0.06
O 0.08 -5.91 3.37 -0.67
N -1.34 -6.94 4.80 0.11
C -1.69 -8.13 5.57 -0.92
C -2.20 -5.77 4.88 -0.92
H 0.33 -7.82 4.04 0.36
H -2.66 -8.50 5.25 0.35
H -1.72 -7.90 6.63 0.35
H -0.95 -8.90 5.40 0.29
H -2.58 -5.52 3.89 0.31
H -1.65 -4.91 5.26 0.27
H -3.04 -5.98 5.54 0.38
```

Values from the calculation:
- orbital gap (eV) = 8.78
- HOMO (eV) = -11.22
- E (hartree) = -2300.0435
- molar mass (g mol⁻¹) = 578.54
- lowest unoccupied orbital energy (eV) = -2.44
- total charge = +1